1.
C4H5NO2 | ωB97M-V/def2-TZVPD

```
! RIJCOSX wB97M-V def2-TZVPD def2/J DEFGRID3
* xyz 0 1
O 1.64 1.65 1.13
C 1.78 0.57 0.61
C 0.61 -0.09 -0.06
O 0.89 -1.00 -1.01
N -0.08 -1.22 0.49
C -1.36 -0.77 -0.14
C -0.73 0.63 -0.29
H 2.76 0.05 0.57
H -2.25 -0.91 0.50
H -1.50 -1.32 -1.07
H -0.78 1.11 -1.26
H -0.98 1.29 0.54
*
```

Properties
- Maximum force: 0.0583 Eh/bohr
- Calculated total energy: -360.4934 a.u.
- LUMO energy: -0.8 eV

=====

2.
C4H5NO2 | ωB97M-V/def2-TZVPD

```
! RIJCOSX wB97M-V def2-TZVPD def2/J DEFGRID3
* xyz 0 1
C 1.46 -1.09 0.56
C 0.31 -0.69 -0.22
C -0.87 -0.37 -0.65
O -1.67 -0.90 -1.58
N -1.27 0.72 0.07
C -0.47 1.79 0.33
O 0.75 1.84 0.33
H 2.20 -0.29 0.57
H 1.19 -1.40 1.57
H 1.89 -1.96 0.05
H -2.44 -0.31 -1.61
H -1.08 2.68 0.58
*
```

Properties
- Maximum force: 0.0085 Eh/bohr
- Calculated total energy: -360.5194 a.u.
- LUMO energy: -0.8 eV

=====

3.
C4H5NO2 | ωB97M-V/def2-TZVPD

```
! RIJCOSX wB97M-V def2-TZVPD def2/J DEFGRID3
* xyz 0 1
O -2.38 0.50 -0.51
C -1.38 -0.63 0.30
C -0.04 -0.12 0.09
N 0.16 1.12 -0.30
O 1.53 1.32 -0.34
C 2.13 0.18 0.05
C 1.21 -0.78 0.33
H -1.74 1.24 -0.67
H -2.45 0.35 0.54
H -1.62 -1.57 -0.21
H 3.21 0.20 0.07
H 1.37 -1.80 0.66
*
```

Properties
- Maximum force: 0.0111 Eh/bohr
- Calculated total energy: -360.4729 a.u.
- LUMO energy: 0.8 eV

=====

4.
C4H5NO2 | ωB97M-V/def2-TZVPD

```
! RIJCOSX wB97M-V def2-TZVPD def2/J DEFGRID3
* xyz 0 1
O -1.66 1.79 0.64
C -0.63 1.30 0.24
C -0.43 -0.14 0.65
C -0.68 -0.87 -0.65
N 0.47 -1.20 0.13
C 1.62 -0.38 0.02
O 1.88 0.43 -0.84
H 0.01 1.79 -0.50
H -0.80 -0.37 1.63
H -0.46 -0.31 -1.57
H -1.55 -1.51 -0.68
H 2.23 -0.55 0.93
*
```

Properties
- Maximum force: 0.0190 Eh/bohr
- Calculated total energy: -360.5583 a.u.
- LUMO energy: 0.9 eV

=====

5.
C4H5NO2 | ωB97M-V/def2-TZVPD

```
! RIJCOSX wB97M-V def2-TZVPD def2/J DEFGRID3
* xyz 0 1
O -2.42 0.92 0.05
C -1.64 -0.25 0.13
C -0.15 -0.02 0.11
N 0.35 0.74 -0.87
O 1.63 0.75 -0.88
C 2.05 -0.27 0.30
C 0.82 -0.64 0.92
H -2.14 1.39 -0.74
H -1.91 -0.76 1.06
H -1.88 -0.94 -0.70
H 2.84 0.22 0.88
H 2.45 -1.13 -0.27
*
```

Properties
- Maximum force: 0.0206 Eh/bohr
- Calculated total energy: -360.4710 a.u.
- LUMO energy: -1.2 eV

=====

6.
C4H5NO2S | ωB97M-V/def2-TZVPD

```
! RIJCOSX wB97M-V def2-TZVPD def2/J DEFGRID3
* xyz 0 1
C -1.23 -1.78 1.06
S -1.43 -0.77 -0.47
C -0.22 0.42 -0.27
N -0.19 1.49 0.60
C 0.88 2.17 0.33
O 1.61 1.68 -0.74
C 0.89 0.54 -1.04
O 1.33 -0.15 -2.07
H -1.38 -1.09 1.94
H -1.90 -2.63 0.97
H -0.17 -2.15 1.11
H 1.20 3.04 0.83
H 0.62 -0.78 -2.23
*
```

Properties
- Maximum force: 0.0407 Eh/bohr
- Calculated total energy: -758.8181 a.u.
- LUMO energy: 0.7 eV

=====

7.
C4H5NO2S | ωB97M-V/def2-TZVPD

```
! RIJCOSX wB97M-V def2-TZVPD def2/J DEFGRID3
* xyz 0 1
O -0.79 -1.25 1.53
N -1.88 -0.90 1.06
C -1.90 0.09 0.10
C -0.72 0.31 -0.87
C -0.79 1.17 0.08
H -2.90 0.33 -0.22
H -0.29 -0.16 -1.71
H -0.52 2.03 0.64
O 2.82 0.60 -1.31
C 2.23 0.13 -0.38
S 1.88 -1.59 -0.20
H 1.85 0.71 0.47
H 1.01 -1.48 0.81
*
```

Properties
- Maximum force: 0.0537 Eh/bohr
- Calculated total energy: -758.6455 a.u.
- LUMO energy: -0.5 eV

=====

8.
C4H5NO2S | ωB97M-V/def2-TZVPD

```
! RIJCOSX wB97M-V def2-TZVPD def2/J DEFGRID3
* xyz 0 1
O 2.94 0.40 -0.36
N 1.99 -0.54 -0.09
C 0.83 -0.12 0.22
C -0.24 -1.11 0.53
O -1.40 -0.99 -0.23
C -1.90 0.26 -0.35
C -1.29 1.42 -0.21
S 0.35 1.55 0.33
H 3.75 -0.13 -0.59
H -0.53 -1.01 1.56
H 0.20 -2.10 0.26
H -2.91 0.08 -0.70
H -1.79 2.30 -0.37
*
```

Properties
- Maximum force: 0.0446 Eh/bohr
- Calculated total energy: -758.7444 a.u.
- LUMO energy: 0.8 eV

=====

9.
C4H5NO2S | ωB97M-V/def2-TZVPD

```
! RIJCOSX wB97M-V def2-TZVPD def2/J DEFGRID3
* xyz 0 1
O 0.76 2.03 -0.55
C 1.52 1.27 -1.20
O 1.14 -0.10 -1.57
C -0.02 -0.46 -0.92
S -1.21 -0.72 -1.88
C 0.13 -0.79 0.46
C -0.91 0.07 1.41
N -1.12 -1.44 1.30
H 2.44 1.59 -1.80
H 1.27 -1.02 0.75
H -0.59 0.41 2.43
H -1.52 0.81 0.91
H -1.87 -1.65 0.65
*
```

Properties
- Maximum force: 0.1068 Eh/bohr
- Calculated total energy: -758.7217 a.u.
- LUMO energy: -0.3 eV

=====

10.
C4H5NO3 | ωB97M-V/def2-TZVPD

```
! RIJCOSX wB97M-V def2-TZVPD def2/J DEFGRID3
* xyz 0 1
O -1.95 0.68 -0.56
C -1.52 0.33 -1.64
C -0.29 -0.24 -2.02
C 0.79 -0.29 -1.10
C 0.74 -0.49 0.42
O 1.27 -1.33 1.05
N 0.22 0.69 1.01
O 0.66 0.50 2.39
H -2.13 0.65 -2.72
H -0.04 -0.38 -3.03
H 1.94 -0.49 -1.52
H -0.58 1.19 0.89
H 1.16 -0.53 2.33
*
```

Properties
- Maximum force: 0.1755 Eh/bohr
- Calculated total energy: -435.7218 a.u.
- LUMO energy: -1.3 eV